# C54H41AsMoN8O9S2

C54H41AsMoN8O9S2 as an isolated structure (wB97M-V/def2-TZVPD, the Open Molecules 2025 dataset).

Output
- gap between HOMO and LUMO (Ha) = 0.1694
- maximum force (eV/Å) = 4.0
- lowest unoccupied orbital energy (Eh) = -0.063
- ΔE to the lowest compared entry with this formula, charge and spin (eV) = 1.4141

Cartesian coordinates (Å):
Mo 0.78 0.11 0.76
N -0.93 2.62 4.03
C -0.28 1.68 3.30
S 0.91 2.27 2.17
N -0.50 0.43 3.49
N 0.23 -0.45 2.75
C 0.54 -1.54 3.38
C 1.44 -2.54 2.92
C 1.63 -3.71 3.69
C 2.53 -4.67 3.31
C 3.27 -4.50 2.14
C 3.14 -3.36 1.39
C 2.22 -2.35 1.75
O 2.14 -1.27 1.04
H -0.55 3.55 4.01
H -1.44 2.33 4.85
H 0.13 -1.65 4.39
H 1.05 -3.83 4.59
H 2.66 -5.57 3.90
H 3.97 -5.26 1.83
H 3.73 -3.19 0.50
N -1.33 -3.91 2.34
C -2.49 -3.26 2.15
N -2.59 -2.07 1.69
C -3.88 -1.65 1.64
C -4.31 -0.42 1.16
C -5.66 -0.13 1.15
C -6.59 -1.06 1.61
C -6.19 -2.29 2.10
C -4.84 -2.58 2.11
S -4.03 -4.03 2.64
H -0.55 -3.52 1.82
H -1.35 -4.91 2.48
H -3.58 0.28 0.80
H -5.99 0.83 0.77
H -7.64 -0.81 1.58
H -6.91 -3.00 2.46
O -0.34 0.68 -1.95
C 0.16 -0.18 -1.24
O -1.10 0.98 0.66
As -1.90 1.93 -0.42
C -3.07 3.04 0.71
C -3.59 4.23 0.22
C -4.41 5.01 1.01
C -4.73 4.59 2.30
C -4.21 3.41 2.79
C -3.37 2.64 2.01
C -3.10 1.03 -1.67
C -3.94 1.82 -2.45
C -4.79 1.24 -3.37
C -4.81 -0.14 -3.51
C -3.99 -0.93 -2.72
C -3.14 -0.35 -1.80
C -0.91 3.33 -1.35
C -0.93 3.45 -2.73
C -0.24 4.48 -3.34
C 0.48 5.38 -2.57
C 0.51 5.25 -1.19
C -0.19 4.23 -0.58
H -3.33 4.55 -0.79
H -4.81 5.94 0.63
H -5.38 5.19 2.91
H -4.47 3.09 3.79
H -2.94 1.72 2.39
H -3.91 2.90 -2.32
H -5.44 1.85 -3.97
H -5.46 -0.60 -4.23
H -4.01 -2.01 -2.83
H -2.50 -0.97 -1.17
H -1.48 2.73 -3.32
H -0.27 4.59 -4.41
H 1.00 6.20 -3.04
H 1.07 5.95 -0.59
H -0.20 4.12 0.50
N 2.09 0.93 -0.15
C 3.22 1.48 -0.42
C 4.17 1.74 0.67
C 4.13 0.98 1.84
C 4.99 1.25 2.89
C 5.91 2.27 2.80
C 5.96 3.04 1.64
C 5.10 2.79 0.59
C 3.55 1.86 -1.80
C 4.87 1.79 -2.26
C 5.16 2.08 -3.58
C 4.16 2.45 -4.46
C 2.85 2.52 -4.01
C 2.54 2.22 -2.70
H 3.44 0.16 1.93
H 4.94 0.65 3.79
H 6.58 2.48 3.62
H 6.68 3.84 1.57
H 5.12 3.42 -0.28
H 5.66 1.47 -1.60
H 6.18 2.00 -3.93
H 4.39 2.67 -5.49
H 2.06 2.80 -4.69
H 1.52 2.27 -2.36
O 0.43 -1.38 -1.81
C 0.47 -2.42 -0.92
O -0.01 -2.24 0.22
C 1.07 -3.62 -1.43
C 0.93 -4.83 -0.74
C 1.50 -5.99 -1.24
C 2.26 -5.98 -2.41
C 2.40 -4.77 -3.08
C 1.81 -3.60 -2.62
N 3.17 -4.73 -4.29
O 3.72 -5.75 -4.65
O 3.22 -3.67 -4.90
N 1.31 -7.21 -0.52
O 0.57 -7.19 0.45
O 1.89 -8.21 -0.92
H 0.35 -4.89 0.17
H 2.71 -6.88 -2.79
H 1.95 -2.68 -3.17

These are the Mulliken partial charges, in e, on atoms 1 to 99:
1 Mo -1.4314
2 N -0.2147
3 C 0.3938
4 S -0.5113
5 N -1.5897
6 N 1.5677
7 C -0.6403
8 C 0.3880
9 C -0.6001
10 C -1.0082
11 C -0.6473
12 C -0.6196
13 C 0.2346
14 O 0.2518
15 H 0.2269
16 H 0.2781
17 H 0.2661
18 H 0.4441
19 H 0.4256
20 H 0.5389
21 H 0.6099
22 N 0.0313
23 C 0.3218
24 N 0.1628
25 C -1.8675
26 C 0.8054
27 C -0.5222
28 C -0.9103
29 C -0.3106
30 C 0.4663
31 S -0.3749
32 H -0.7624
33 H 0.3656
34 H 0.2370
35 H 0.5372
36 H 0.4035
37 H 0.4292
38 O -0.9489
39 C 0.9541
40 O 3.0049
41 As 0.3605
42 C 1.5198
43 C -0.5547
44 C -0.8057
45 C -0.6769
46 C -1.2516
47 C -0.3489
48 C 1.1440
49 C -1.1108
50 C -0.8046
51 C -0.8074
52 C -1.1806
53 C -0.0593
54 C 0.8611
55 C -0.5343
56 C -0.7267
57 C -0.5475
58 C -1.0021
59 C -0.3760
60 H 0.2870
61 H 0.4328
62 H 0.4174
63 H 0.5185
64 H 0.2450
65 H 0.3570
66 H 0.4418
67 H 0.4046
68 H 0.4931
69 H 0.4493
70 H 0.3153
71 H 0.4762
72 H 0.4136
73 H 0.4839
74 H 0.4321
75 N 0.1075
76 C 0.2566
77 C 0.4531
78 C 0.2698
79 C -0.9410
80 C -0.5905
81 C -0.8759
82 C -0.6985
83 C -0.3988
84 C -0.4314
85 C -0.8749
86 C -0.7280
87 C -0.9960
88 C 0.8328
89 H 0.6342
90 H 0.4544
91 H 0.3927
92 H 0.4090
93 H 0.5601
94 H 0.5690
95 H 0.4260
96 H 0.4178
97 H 0.4296
98 H 0.1868
99 O -0.5269

***

# C54H42Br2HfNO3P2Si

C54H42Br2HfNO3P2Si as an isolated structure (wB97M-V/def2-TZVPD, the Open Molecules 2025 dataset).

Output
- gap between HOMO and LUMO (Ha) = 0.2664
- maximum force (eV/Å) = 0.6
- lowest unoccupied orbital energy (Eh) = -0.104
- charge = +1
- ΔE to the lowest compared entry with this formula, charge and spin (eV) = 0.0000

Cartesian coordinates (Å):
Hf -0.17 -0.29 -0.10
C 2.46 2.76 0.10
Si 0.67 2.29 0.46
C 0.48 2.53 2.35
C 0.39 3.81 2.92
C 0.34 3.99 4.29
C 0.38 2.89 5.14
C 0.47 1.62 4.61
C 0.52 1.45 3.23
P 0.69 -0.23 2.56
C 2.43 -0.68 2.82
C 3.36 0.31 3.13
C 4.70 0.00 3.25
C 5.14 -1.30 3.05
C 4.23 -2.29 2.75
C 2.88 -1.99 2.62
C -0.34 -1.23 3.69
C 0.14 -2.36 4.35
C -0.69 -3.09 5.18
C -2.01 -2.71 5.36
C -2.49 -1.57 4.72
C -1.66 -0.84 3.88
C -0.45 3.64 -0.25
C -0.05 4.98 -0.33
C -0.94 5.98 -0.68
C -2.26 5.67 -0.97
C -2.68 4.35 -0.94
C -1.77 3.35 -0.60
P -2.22 1.60 -0.82
C -2.47 1.50 -2.61
C -3.62 1.96 -3.26
C -3.69 1.93 -4.65
C -2.63 1.45 -5.40
C -1.48 1.00 -4.76
C -1.41 1.03 -3.38
C -3.82 1.39 -0.01
C -4.86 0.66 -0.56
C -6.03 0.46 0.17
C -6.15 0.98 1.45
C -5.11 1.70 2.01
C -3.94 1.91 1.29
H 2.70 3.73 0.54
H 2.65 2.81 -0.98
H 3.14 2.02 0.52
H 0.34 4.68 2.27
H 0.26 4.99 4.69
H 0.35 3.04 6.22
H 0.50 0.77 5.28
H 3.03 1.33 3.28
H 5.41 0.79 3.48
H 6.19 -1.54 3.14
H 4.56 -3.31 2.60
H 2.18 -2.78 2.40
H 1.17 -2.66 4.25
H -0.31 -3.96 5.70
H -2.66 -3.27 6.02
H -3.51 -1.25 4.87
H -2.05 0.04 3.39
H 0.97 5.25 -0.10
H -0.60 7.01 -0.73
H -2.96 6.45 -1.24
H -3.70 4.10 -1.20
H -4.45 2.35 -2.70
H -4.59 2.29 -5.14
H -2.69 1.43 -6.48
H -0.64 0.64 -5.34
H -0.49 0.68 -2.91
H -4.77 0.23 -1.55
H -6.84 -0.11 -0.27
H -7.06 0.82 2.01
H -5.20 2.11 3.00
H -3.14 2.48 1.72
C -1.08 -3.92 1.23
C 0.30 -3.80 0.67
C 1.14 -4.94 0.77
C 2.44 -4.88 0.36
C 2.94 -3.69 -0.20
C 4.28 -3.49 -0.60
Br 5.56 -4.85 -0.34
C 4.68 -2.31 -1.14
C 3.74 -1.27 -1.35
Br 4.31 0.31 -2.19
C 2.43 -1.43 -0.99
O 1.48 -0.51 -1.18
C 2.02 -2.63 -0.35
N 0.73 -2.67 0.13
H -1.17 -4.84 1.81
H -1.82 -3.97 0.43
H -1.32 -3.08 1.88
H 0.73 -5.84 1.20
H 3.09 -5.74 0.48
H 5.71 -2.14 -1.43
O -1.79 -1.42 -1.14
C -2.44 -1.54 -0.06
O -1.92 -1.03 0.99
C -3.73 -2.25 0.00
C -4.31 -2.73 -1.17
C -5.53 -3.37 -1.10
C -6.16 -3.55 0.13
C -5.57 -3.08 1.29
C -4.35 -2.42 1.24
H -3.81 -2.58 -2.11
H -6.00 -3.75 -2.00
H -7.12 -4.05 0.17
H -6.07 -3.22 2.25
H -3.88 -2.04 2.13

These are the Mulliken partial charges, in e, on atoms 1 to 99:
1 Hf 1.7428
2 C -1.4544
3 Si 1.5715
4 C 1.0130
5 C -0.6869
6 C -0.8195
7 C -0.9570
8 C -0.4822
9 C -0.5983
10 P 1.8357
11 C 1.2075
12 C -1.2125
13 C -0.8669
14 C -1.0212
15 C -0.7336
16 C -0.1691
17 C 0.4394
18 C -0.6311
19 C -0.7968
20 C -0.8255
21 C -0.3525
22 C -0.2560
23 C 0.4356
24 C -0.4178
25 C -0.8181
26 C -0.9198
27 C -0.3983
28 C 0.1809
29 P 1.0331
30 C 0.7855
31 C -0.1132
32 C -0.8633
33 C -0.6166
34 C -0.8567
35 C -0.3758
36 C 0.6571
37 C -0.8070
38 C -0.8002
39 C -0.8135
40 C -0.6902
41 C -0.8972
42 H 0.3947
43 H 0.3141
44 H 0.3547
45 H 0.4404
46 H 0.4181
47 H 0.4417
48 H 0.5673
49 H 0.4193
50 H 0.4780
51 H 0.4289
52 H 0.5180
53 H -0.0923
54 H 0.5245
55 H 0.4788
56 H 0.4212
57 H 0.5320
58 H 0.1622
59 H 0.3993
60 H 0.4332
61 H 0.4556
62 H 0.3322
63 H 0.3715
64 H 0.4486
65 H 0.4101
66 H 0.4898
67 H 0.1466
68 H 0.5147
69 H 0.4677
70 H 0.4280
71 H 0.5156
72 H 0.3770
73 C -0.2774
74 C 0.7631
75 C -1.1894
76 C -1.1531
77 C 1.2127
78 C 0.1749
79 Br -0.1601
80 C -0.3619
81 C -0.1979
82 Br -0.1347
83 C -0.2047
84 O -0.8016
85 C -0.4494
86 N -0.1358
87 H 0.5854
88 H 0.1564
89 H -0.4645
90 H 0.4994
91 H 0.4166
92 H 0.4647
93 O -0.9977
94 C 0.5794
95 O 0.5448
96 C 0.3640
97 C -0.3651
98 C -0.8249
99 C -0.5155